Computed, not measured: 3 unconnected molecules or ions with the total composition C4H15NO2, with ωB97M-V with the def2-TZVPD basis set.

## Properties
F_max: 3.9 eV Å⁻¹
E_HOMO: -9.49 eV
LUMO: 0.85 eV
SMILES: CCN(C)C.O.O
Molar mass: 109.2 g/mol
ΔE to the lowest compared entry with this formula, charge and spin: 182.53 kJ/mol

Geometry as ORCA input:
```
! RIJCOSX wB97M-V def2-TZVPD def2/J DEFGRID3
* xyz 0 1
C 0.134 0.419 2.034
C 0.840 -0.736 1.256
N 0.428 -0.821 -0.126
C 1.124 -1.937 -0.826
C -1.007 -1.086 -0.170
H 0.462 0.383 3.114
H 0.223 1.393 1.499
H -1.011 0.092 2.195
H 0.445 -1.674 1.724
H 1.970 -0.719 1.337
H 0.891 -2.906 -0.494
H 2.185 -1.814 -0.684
H 0.853 -1.867 -1.868
H -1.305 -2.045 0.354
H -1.565 -0.086 0.242
H -1.450 -1.117 -1.177
H -0.900 1.951 -0.965
H -2.192 2.929 -0.570
O -1.677 2.124 -0.332
H 0.422 0.587 -1.083
H 1.231 1.844 -1.011
O 0.452 1.480 -1.604
*
```